(1)
Formula: C12H28AgF2N4O4
Source: the OMol25 dataset
Level of theory: ωB97M-V/def2-TZVPD

relative energy (zero: lowest compared OMol25 entry of this formula, charge and spin): 0.0 kcal/mol
net charge: 0
<S²>: 0.77
spin multiplicity: 2
HOMO-LUMO gap (alpha / beta): 0.3202 / 0.2113 Eh

Last column: Löwdin spin population.
Element x y z (Å)
1 Ag -7.05 16.76 -16.33  0.319
2 F -7.51 17.51 -18.53  0.437
3 F -7.19 19.07 -15.68  0.237
4 C -8.96 17.08 -13.70  -0.001
5 O -8.77 16.18 -14.58  -0.004
6 N -9.19 16.82 -12.39  0.000
7 C -9.01 17.78 -11.34  0.000
8 C -9.41 15.43 -11.94  0.000
9 H -8.87 18.15 -13.91  -0.001
10 H -9.83 17.99 -10.65  0.000
11 H -8.60 18.67 -11.81  0.000
12 H -8.12 17.50 -10.79  0.000
13 H -9.41 14.71 -12.75  0.000
14 H -8.60 15.11 -11.28  0.000
15 H -10.27 15.25 -11.30  0.000
16 C -5.78 15.16 -13.43  0.001
17 O -5.68 15.68 -14.55  0.002
18 N -5.52 15.73 -12.17  0.002
19 C -5.00 17.11 -12.06  0.000
20 C -5.46 14.97 -10.86  0.000
21 H -6.15 14.14 -13.25  0.000
22 H -5.21 17.73 -12.93  0.000
23 H -3.93 17.20 -11.83  0.000
24 H -5.62 17.55 -11.28  0.000
25 H -5.36 13.89 -11.02  0.000
26 H -4.57 15.26 -10.30  0.000
27 H -6.42 15.12 -10.38  0.000
28 C -4.60 18.85 -17.53  -0.004
29 O -4.64 18.73 -18.78  -0.001
30 N -4.09 17.90 -16.69  -0.004
31 C -3.73 18.12 -15.23  -0.001
32 C -3.54 16.63 -17.18  -0.001
33 H -5.00 19.73 -17.00  0.000
34 H -2.70 18.41 -15.03  0.000
35 H -4.06 17.31 -14.58  0.000
36 H -4.43 18.90 -14.92  0.000
37 H -3.57 16.59 -18.27  0.000
38 H -2.52 16.37 -16.93  0.000
39 H -4.22 15.88 -16.76  0.000
40 C -6.45 14.14 -18.11  0.000
41 O -6.44 14.33 -16.95  0.017
42 N -6.40 12.96 -18.72  0.001
43 C -6.51 12.74 -20.09  0.000
44 C -6.50 11.71 -17.97  0.000
45 H -6.34 15.01 -18.78  -0.001
46 H -6.21 13.55 -20.74  0.000
47 H -7.54 12.56 -20.40  0.000
48 H -5.92 11.90 -20.45  0.000
49 H -7.41 11.17 -18.21  0.000
50 H -5.63 11.06 -18.12  0.000
51 H -6.62 11.91 -16.91  0.000

***

(2)
Formula: C12H28AuBF4O3SSi
Source: the OMol25 dataset
Level of theory: ωB97M-V/def2-TZVPD

net charge: 0
spin multiplicity: 1
HOMO-LUMO gap (alpha / beta): 0.2272 / 0.2378 Eh

Last column: natural (NBO) charge in e.
Element x y z (Å)
1 Au -0.31 -0.53 -2.58  1.211
2 C -1.29 2.37 -2.54  -0.647
3 C -1.16 1.85 -1.10  0.254
4 C -0.36 2.89 -0.30  -0.640
5 C -2.58 1.71 -0.52  -0.648
6 O -0.48 0.60 -1.23  -0.878
7 Si -0.07 -0.42 -0.01  2.144
8 S 0.48 -2.10 -1.04  -0.821
9 O 1.12 0.21 0.93  -0.962
10 C 2.53 0.29 0.68  0.276
11 C 3.24 -0.98 1.19  -0.639
12 C 2.99 1.46 1.58  -0.613
13 C 2.95 0.63 -0.75  -0.653
14 O -1.40 -0.80 0.89  -0.954
15 C -1.41 -1.22 2.26  0.271
16 C -2.89 -1.57 2.53  -0.613
17 C -0.58 -2.48 2.53  -0.643
18 C -1.02 -0.09 3.22  -0.639
19 H -1.79 3.34 -2.59  0.238
20 H -1.86 1.66 -3.16  0.226
21 H -0.31 2.46 -3.01  0.217
22 H -0.84 3.87 -0.33  0.240
23 H 0.66 2.99 -0.69  0.222
24 H -0.26 2.60 0.76  0.232
25 H -3.15 2.64 -0.64  0.235
26 H -2.56 1.48 0.55  0.233
27 H -3.13 0.90 -1.01  0.228
28 H 2.91 -1.23 2.20  0.215
29 H 4.32 -0.85 1.19  0.218
30 H 3.01 -1.84 0.56  0.233
31 H 2.71 1.28 2.63  0.215
32 H 2.51 2.39 1.29  0.203
33 H 4.08 1.60 1.54  0.212
34 H 2.77 -0.19 -1.45  0.228
35 H 4.03 0.85 -0.80  0.234
36 H 2.41 1.50 -1.13  0.199
37 H -3.24 -2.36 1.85  0.218
38 H -3.54 -0.70 2.35  0.207
39 H -3.05 -1.91 3.56  0.211
40 H -0.85 -3.29 1.84  0.228
41 H -0.73 -2.85 3.56  0.222
42 H 0.49 -2.30 2.41  0.217
43 H -1.54 0.84 2.97  0.206
44 H 0.05 0.13 3.19  0.225
45 H -1.26 -0.35 4.26  0.220
46 F -1.06 -3.63 -5.05  -0.558
47 B 0.05 -2.69 -5.06  1.388
48 F -0.11 -1.74 -3.97  -0.516
49 F 1.30 -3.41 -4.90  -0.557
50 F 0.06 -1.98 -6.33  -0.560
51 H -1.82 -1.05 -2.34  0.018

***

no.,total energy (eV)
1,-36478.480
2,-52996.523